Computed, not measured: 2 unconnected molecules or ions with the total composition C5H6O2S at a distorted geometry, with wB97M-V/def2-TZVPD.

**DFT total energy**: -742.549209 a.u.
**Highest occupied orbital energy**: -9.0 eV
**Gap between HOMO and LUMO**: 8.08 eV

The geometry in ORCA input format:
```
! RIJCOSX wB97M-V def2-TZVPD def2/J DEFGRID3
* xyz 0 1
C -1.547 0.141 0.401
C -1.117 1.597 -0.070
C 0.169 1.692 -0.092
C 0.853 0.472 0.310
C -0.321 -0.552 0.809
H -0.729 -0.998 -1.263
H -2.291 0.269 1.085
H -1.741 2.469 -0.383
H 0.819 2.636 -0.144
H -0.024 -0.584 1.885
H 0.665 -2.367 0.092
O -2.237 -0.594 -0.697
O -0.346 -1.804 -0.021
S 2.234 -0.146 -0.230
*
```